Record 1
A single C6H11N molecule, computed with ωB97M-V/def2-TZVPD.

Each line ends with the Löwdin charge.
Cartesian coordinates (Å):
C1 -2.333312 -0.202105 -0.005557  -0.279
C2 -1.191257 0.702019 0.518743  -0.202
C3 0.192444 0.190816 0.178710  -0.126
C4 1.199353 0.196633 1.041711  -0.116
C5 2.618657 0.092277 0.575140  -0.188
C6 3.065675 -0.780777 -0.315747  -0.010
N1 -2.575900 0.076930 -1.439882  -0.018
H1 -2.032094 -1.226288 0.206520  0.108
H2 -3.208336 0.205278 0.501466  0.099
H3 -1.260551 1.725146 0.150278  0.117
H4 -1.272077 0.621841 1.605274  0.106
H5 0.436440 0.068638 -0.873907  0.104
H6 1.178334 0.282998 2.119631  0.104
H7 3.271650 0.835690 1.023784  0.093
H8 2.381803 -1.222918 -1.030705  0.054
H9 4.100792 -1.050090 -0.460814  0.048
H10 -2.900066 -0.759564 -1.920547  0.060
H11 -1.671555 0.243476 -1.874097  0.046

Atomic forces in eV per Å
C 0.420 1.965 -0.632
C 0.286 -1.924 0.145
C -0.505 1.149 0.296
C 1.416 -0.126 -1.180
C -0.423 -0.083 0.312
C -0.015 0.050 -0.552
N 0.636 -0.584 -0.165
H -0.550 -0.173 0.224
H -0.263 -0.968 0.313
H -0.332 0.057 0.170
H 0.001 0.644 0.054
H 0.017 0.008 -0.003
H -0.747 0.374 0.082
H 0.343 -0.570 0.525
H -0.225 -0.732 0.525
H 0.248 0.640 -0.214
H -0.243 0.130 0.180
H -0.067 0.143 -0.080

- multiplicity = 1
- HOMO level (eV) = -8.75
- ΔE to the lowest compared entry with this formula, charge and spin (eV) = 2.107
- SMILES string = C=C/C=C/CCN
- gap between HOMO and LUMO (eV) = 9.7954


Record 2
A single C6H11N molecule, computed with ωB97M-V/def2-TZVPD.

Each line ends with the Löwdin charge.
Cartesian coordinates (Å):
C1 -1.577838 -0.629687 -0.734961  -0.256
C2 -0.497411 -1.046300 0.266195  -0.193
C3 0.892306 -0.446900 0.104203  -0.336
C4 1.776828 -1.009368 -0.711676  0.052
C5 0.926895 1.870654 0.957808  -0.009
C6 1.191771 0.581624 1.129405  -0.141
N1 -1.987764 0.780184 -0.528468  -0.001
H1 -1.193982 -0.836630 -1.741107  0.114
H2 -2.424865 -1.219736 -0.390183  0.098
H3 -0.342826 -2.149950 0.129159  0.118
H4 -0.821264 -1.071048 1.311468  0.115
H5 1.489315 -1.952648 -1.179915  0.063
H6 2.689808 -0.610275 -1.131306  0.062
H7 0.753770 2.526404 1.808371  0.055
H8 0.817119 2.473026 0.068064  0.063
H9 1.558133 0.156711 2.059963  0.115
H10 -1.932022 1.266187 -1.420846  0.060
H11 -1.317966 1.317758 0.003833  0.022

Atomic forces in eV per Å
C 0.507 0.771 1.839
C 0.995 -2.306 0.010
C 0.540 -0.334 0.486
C -0.581 -0.554 -1.076
C 0.002 1.020 1.348
C -0.286 0.646 -1.306
N 0.248 0.430 -1.078
H -0.505 -0.057 0.145
H -0.226 -0.392 -0.943
H -0.185 0.667 -0.291
H -0.240 0.834 -0.088
H -0.132 0.253 -0.217
H 0.312 0.252 0.838
H 0.850 -0.105 0.330
H -0.463 -0.852 -0.707
H -0.596 0.250 0.290
H -0.443 -0.139 -0.028
H 0.203 -0.382 0.450

- multiplicity = 1
- HOMO level (eV) = -9.17
- ΔE to the lowest compared entry with this formula, charge and spin (eV) = 2.448
- SMILES string = C=CC(=C)CCN
- gap between HOMO and LUMO (eV) = 10.0962


Record 3
A single C6H11N molecule, computed with ωB97M-V/def2-TZVPD.

Each line ends with the Löwdin charge.
Cartesian coordinates (Å):
C1 -1.796643 -1.012978 0.528290  -0.081
N1 -0.488534 -2.510986 -1.020450  -0.013
C2 0.327119 -1.296117 -0.670779  -0.207
C3 -0.452274 -0.433559 0.257308  -0.306
C4 -0.236563 0.874134 0.413596  -0.096
C5 1.093238 1.418903 0.216380  -0.080
C6 1.457684 2.937528 0.407652  -0.114
H1 -1.515723 -1.958380 1.014120  0.084
H2 -2.419503 -0.461949 1.174159  0.058
H3 -2.319557 -1.341967 -0.424718  0.106
H4 0.003695 -2.957106 -1.795861  0.029
H5 1.244030 -0.831913 -0.984790  0.098
H6 0.607524 -2.291158 -0.187027  0.143
H7 -1.043231 1.572806 0.647370  0.120
H8 1.798363 0.968228 -0.453671  0.067
H9 1.176797 3.488330 -0.544641  0.086
H10 0.995698 3.426995 1.255598  0.053
H11 2.536288 3.035541 0.527922  0.052

Atomic forces in eV per Å
C 0.990 -1.547 -0.575
N 1.910 0.514 -0.600
C -3.391 2.973 2.924
C -0.894 -5.612 -4.090
C 5.818 5.754 0.164
C -3.863 1.933 0.301
C -0.546 -1.145 -1.346
H -0.793 -0.165 -0.004
H -0.668 0.945 0.674
H 0.616 0.409 0.870
H 0.214 -0.156 0.026
H 0.183 -0.433 -1.249
H -0.268 -1.721 0.780
H 0.287 -0.332 0.617
H 0.407 -0.857 0.390
H 0.307 -0.451 1.060
H -0.322 -0.094 0.094
H 0.012 -0.015 -0.039

- multiplicity = 1
- HOMO level (eV) = -6.75
- ΔE to the lowest compared entry with this formula, charge and spin (eV) = 6.262
- gap between HOMO and LUMO (eV) = 6.2763


Record 4
A single C6H11N molecule, computed with ωB97M-V/def2-TZVPD.

Each line ends with the Löwdin charge.
Cartesian coordinates (Å):
C1 0.500696 -0.523082 -1.779982  -0.094
C2 -0.284200 -0.203241 -0.625497  -0.393
C3 -1.190385 -1.076884 -0.030335  -0.167
N1 -1.370281 -2.371949 -0.508345  0.007
C4 -0.074415 1.175107 -0.108907  -0.158
C5 0.821621 1.075734 1.258847  -0.184
C6 0.860897 2.107522 2.045537  -0.069
H1 -0.167263 -0.340840 -2.670984  0.114
H2 1.443561 0.018334 -1.688995  0.086
H3 0.756272 -1.624842 -1.771071  0.083
H4 -1.603496 -0.862759 0.918166  0.099
H5 -0.854164 -2.648492 -1.347315  0.062
H6 -1.386971 -3.126508 0.269455  0.124
H7 -1.052700 1.524652 0.266993  0.107
H8 0.275009 1.874815 -0.854117  0.102
H9 1.361734 0.141624 1.444246  0.098
H10 1.842802 1.953053 2.764632  0.097
H11 0.121281 2.907757 2.417673  0.087

Atomic forces in eV per Å
C 0.147 -2.182 -1.519
C -3.031 -0.959 2.442
C 3.472 1.181 -2.133
N -0.562 -2.159 1.602
C -0.850 -1.129 3.572
C -1.873 0.127 -4.179
C 2.618 0.862 5.129
H 1.402 0.097 0.244
H -0.113 0.137 -0.861
H -0.100 0.965 -0.306
H -0.765 0.321 0.688
H -0.231 0.179 0.786
H 0.098 1.747 -2.127
H 0.348 0.318 -0.271
H 0.482 0.124 0.085
H 0.384 0.613 -0.471
H -2.835 0.784 -0.949
H 1.411 -1.026 -1.733

- multiplicity = 1
- HOMO level (eV) = -7.37
- ΔE to the lowest compared entry with this formula, charge and spin (eV) = 3.132
- SMILES string = C=CC/C(C)=C/N
- gap between HOMO and LUMO (eV) = 8.3870


Record 5
A single C6H11N molecule, computed with ωB97M-V/def2-TZVPD.

Each line ends with the Löwdin charge.
Cartesian coordinates (Å):
C1 0.179922 -0.162823 -0.033806  -0.344
C2 -0.135929 1.109162 0.547474  -0.151
C3 -1.645991 -0.259019 -0.495444  -0.197
C4 1.068331 -0.217573 -1.243002  -0.085
N1 -2.243841 -1.481896 -0.116532  -0.023
C5 1.534218 1.479755 1.347010  -0.069
C6 2.561375 1.012565 1.805736  -0.015
H1 0.360900 -0.956305 0.689692  0.127
H2 -1.733563 -2.300138 -0.420407  0.074
H3 -2.462160 -1.545838 0.869053  0.073
H4 -0.751200 1.105602 1.441411  0.094
H5 -0.239650 1.945132 -0.138241  0.098
H6 -1.521652 -0.222090 -1.576043  0.090
H7 -2.324338 0.558870 -0.255814  0.100
H8 0.818015 0.571128 -1.952425  0.083
H9 2.097446 -0.055616 -0.922390  0.071
H10 0.985370 -1.181219 -1.748053  0.078
H11 3.452747 0.600304 2.201779  -0.004

Atomic forces in eV per Å
C -4.229 -0.482 -1.108
C 5.073 2.166 2.743
C 2.457 -1.273 -1.102
C -0.168 0.092 0.167
N -0.593 -0.529 0.194
C -1.858 -0.964 -0.702
C -0.908 0.552 -0.392
H -0.186 0.103 -0.051
H -0.024 0.096 0.123
H 0.113 -0.048 -0.092
H -0.105 0.135 -0.290
H -0.393 -0.114 0.103
H -0.176 -0.079 -0.180
H 0.616 0.283 0.578
H -0.044 0.028 -0.053
H 0.091 -0.082 -0.059
H 0.079 0.014 0.001
H 0.257 0.100 0.120

- multiplicity = 1
- HOMO level (eV) = -8.24
- ΔE to the lowest compared entry with this formula, charge and spin (eV) = 4.981
- SMILES string = C#CC[C@H](C)CN
- gap between HOMO and LUMO (eV) = 9.1632


Record 6
A single C6H11N molecule, computed with ωB97M-V/def2-TZVPD.

Each line ends with the Löwdin charge.
Cartesian coordinates (Å):
C1 0.389823 0.083863 0.012023  -0.524
C2 -0.826963 0.018066 -0.916657  -0.210
C3 -1.637781 -0.740012 0.232071  -0.170
C4 -0.445324 -0.563592 1.158464  -0.094
C5 1.520807 -0.822589 -0.460812  -0.049
C6 0.885970 1.499971 0.276253  -0.048
N1 -1.937454 0.614679 -0.263737  0.035
H1 -2.773442 0.665717 -0.837409  0.104
H2 -0.788994 -0.108114 -1.990407  0.138
H3 -2.156589 -1.656527 -0.015265  0.122
H4 -0.026284 -1.501560 1.516314  0.108
H5 -0.639281 0.102021 1.998424  0.111
H6 1.342714 1.922660 -0.618662  0.080
H7 1.151861 -1.826042 -0.666128  0.083
H8 1.971091 -0.429365 -1.371985  0.080
H9 2.294276 -0.883906 0.302813  0.083
H10 1.625632 1.495645 1.074324  0.079
H11 0.049937 2.129084 0.570377  0.073

Atomic forces in eV per Å
C 0.242 0.535 0.017
C -0.046 -1.379 0.938
C 1.353 0.596 -2.267
C 0.030 -0.040 0.030
C -0.342 0.163 0.062
C -0.059 -0.275 0.017
N -0.995 0.560 0.843
H 0.177 -0.256 -0.061
H -0.144 -0.246 -0.003
H -0.470 0.326 0.292
H 0.061 -0.033 -0.001
H -0.072 -0.034 0.090
H 0.068 0.029 -0.060
H -0.008 -0.123 -0.025
H 0.049 0.019 -0.079
H 0.078 -0.035 0.056
H 0.119 0.095 0.100
H -0.039 0.099 0.051

- multiplicity = 1
- HOMO level (eV) = -8.29
- ΔE to the lowest compared entry with this formula, charge and spin (eV) = 2.049
- SMILES string = CC1(C)C[C@H]2N[C@H]21
- gap between HOMO and LUMO (eV) = 9.3208


Record 7
A single C6H11N molecule, computed with ωB97M-V/def2-TZVPD.

Each line ends with the Löwdin charge.
Cartesian coordinates (Å):
C1 1.848089 -0.634786 -0.005445  -0.076
C2 0.585805 0.093837 0.467314  -0.410
C3 0.586441 1.546960 0.000231  -0.071
C4 -0.677290 -0.654510 -0.002404  -0.356
C5 -2.016803 -0.120301 0.516234  -0.057
C6 -0.729776 -0.807612 -1.463754  -0.214
N1 -0.794525 -1.089536 -2.586227  0.158
H1 1.860918 -1.683118 0.316870  0.082
H2 2.740347 -0.148038 0.399902  0.079
H3 1.931354 -0.625419 -1.099996  0.083
H4 0.561137 0.068024 1.569289  0.141
H5 1.478550 2.059595 0.370709  0.081
H6 -0.293126 2.090232 0.360405  0.073
H7 0.595117 1.604840 -1.096160  0.089
H8 -0.577653 -1.696690 0.312000  0.144
H9 -2.822440 -0.792190 0.203335  0.086
H10 -2.014622 -0.062869 1.611243  0.087
H11 -2.227281 0.867738 0.099260  0.079

Atomic forces in eV per Å
C 0.057 -0.011 0.005
C -0.024 -0.036 -0.064
C -0.009 0.071 -0.001
C -0.020 -0.297 -0.012
C -0.023 0.038 -0.044
C -0.056 -0.463 -1.324
N 0.097 0.564 1.175
H -0.040 0.174 -0.012
H -0.095 -0.057 -0.048
H -0.077 0.042 0.188
H -0.031 0.025 -0.261
H -0.105 -0.010 -0.051
H 0.153 -0.044 -0.031
H 0.005 -0.041 0.172
H 0.018 -0.028 0.309
H 0.100 0.141 0.097
H 0.053 0.021 -0.231
H -0.004 -0.089 0.133

- multiplicity = 1
- HOMO level (eV) = -11.29
- ΔE to the lowest compared entry with this formula, charge and spin (eV) = 0.044
- SMILES string = CC(C)[C@@H](C)C#N
- gap between HOMO and LUMO (eV) = 12.1900


Record 8
A single C6H11N molecule, computed with ωB97M-V/def2-TZVPD.

Each line ends with the Löwdin charge.
Cartesian coordinates (Å):
C1 -1.500670 1.376386 0.835233  -0.067
C2 -0.762176 0.258611 0.150720  -0.337
C3 -1.052505 -1.034110 0.366847  -0.153
N1 -1.276536 -1.472560 1.738728  0.033
C4 0.373360 0.636780 -0.772503  -0.194
C5 1.293171 -0.513350 -1.173299  -0.182
C6 2.564225 -0.226553 -1.470806  -0.006
H1 -0.889726 1.636778 1.719604  0.079
H2 -2.486358 1.098312 1.187592  0.080
H3 -1.423708 2.286709 0.244502  0.078
H4 -1.046305 -1.852927 -0.338352  0.101
H5 -0.799657 -2.355428 1.808519  0.068
H6 -0.971151 -0.691981 2.294998  0.061
H7 0.054013 1.171215 -1.673944  0.116
H8 1.019932 1.286550 -0.174382  0.115
H9 0.785082 -1.372420 -1.599432  0.096
H10 3.282170 -1.037522 -1.490231  0.050
H11 2.836839 0.805511 -1.653793  0.062

Atomic forces in eV per Å
C 2.174 -0.170 1.442
C -0.534 -0.378 -1.746
C 0.352 -0.137 2.098
N -1.682 0.554 -2.226
C -0.296 -0.327 -0.715
C -0.659 1.541 -1.341
C -0.517 -0.886 0.474
H -0.386 0.245 0.238
H -0.191 0.147 -0.278
H -0.562 -0.091 -0.270
H 0.932 0.011 -0.102
H 0.129 0.146 0.783
H 0.360 -0.690 0.745
H -0.026 0.253 0.033
H -0.237 0.359 -0.112
H 0.436 -0.806 1.077
H 0.173 0.184 -0.957
H 0.534 0.046 0.859

- multiplicity = 1
- HOMO level (eV) = -7.33
- ΔE to the lowest compared entry with this formula, charge and spin (eV) = 3.179
- SMILES string = C=CC/C(C)=C/N
- gap between HOMO and LUMO (eV) = 8.3552


Record 9
A single C6H11N molecule, computed with ωB97M-V/def2-TZVPD.

Each line ends with the Löwdin charge.
Cartesian coordinates (Å):
C1 -2.327711 -1.005338 -0.830006  0.006
C2 1.477567 -1.495227 -0.566383  0.022
C3 -1.310084 -1.042173 -0.061008  -0.276
C4 1.083215 -0.302689 -0.098397  -0.262
C5 2.120684 0.767580 0.388219  -0.046
C6 -0.786437 1.367398 -0.142308  -0.092
N1 -0.439282 0.005554 0.244235  -0.124
H1 -2.993671 -1.866848 -0.790130  0.066
H2 -2.666604 -0.164394 -1.292659  0.021
H3 0.658224 -2.232713 -0.736644  0.051
H4 2.526804 -1.798046 -0.826777  0.076
H5 -1.065981 -1.972715 0.474884  0.121
H6 1.965838 1.671983 -0.210932  0.066
H7 3.114102 0.291823 0.168757  0.086
H8 2.084368 0.978058 1.400349  0.044
H9 -0.300018 1.746984 -1.072171  0.104
H10 -1.869809 1.502321 -0.095863  0.089
H11 -0.450598 1.963824 0.627726  0.047

Atomic forces in eV per Å
C -2.720 -2.308 -0.243
C -0.964 -0.376 -0.339
C 3.189 -0.457 2.189
C -1.220 0.547 2.012
C -0.327 -1.864 -3.466
C -0.383 -0.858 -1.065
N 3.712 -0.698 -1.164
H 0.110 0.183 -0.380
H -0.771 2.152 -1.452
H 1.076 0.478 -0.232
H -1.211 0.599 0.587
H -0.004 0.472 -0.233
H 0.391 -0.005 0.273
H -0.803 0.791 0.098
H -0.439 0.364 2.044
H -0.760 -0.491 0.267
H 0.124 -0.149 -0.556
H 0.999 1.622 1.661

- multiplicity = 1
- HOMO level (eV) = -8.18
- ΔE to the lowest compared entry with this formula, charge and spin (eV) = 2.551
- SMILES string = C=CN(C)C(=C)C
- gap between HOMO and LUMO (eV) = 9.2182


Record 10
2 unconnected molecules or ions with the total composition C6H11N, computed with ωB97M-V/def2-TZVPD.

Each line ends with the Löwdin charge.
Cartesian coordinates (Å):
C1 0.510174 -0.562976 1.877451  -0.014
C2 -2.269654 -0.414762 -0.190785  -0.143
C3 1.182130 -1.168558 0.950616  -0.209
C4 1.819001 -1.756045 -0.012851  -0.019
C5 0.658746 1.975064 -0.754151  -0.064
C6 -0.321638 0.747619 -0.653010  -0.284
N1 -1.246114 0.549379 0.176820  -0.058
H1 -0.401858 -0.886356 2.269557  0.050
H2 1.020822 0.258055 2.278783  0.055
H3 -2.282432 -1.388584 0.395273  0.094
H4 -3.183584 0.180156 -0.147708  0.066
H5 -2.283800 -0.629392 -1.321582  0.086
H6 1.862686 -1.432654 -1.115328  0.085
H7 2.544464 -2.521878 0.167646  0.038
H8 0.107105 2.848643 -1.076044  0.055
H9 1.210478 2.151763 0.270910  0.097
H10 1.497641 1.723700 -1.469537  0.072
H11 -0.424168 0.326827 -1.646060  0.093

Atomic forces in eV per Å
C 1.653 -0.841 -0.504
C -0.375 -0.140 -1.690
C -0.295 -0.592 -0.153
C 0.726 0.627 -2.097
C 1.724 -2.005 2.447
C -0.543 2.645 -1.616
N 0.647 -0.163 0.228
H -1.277 -0.308 0.343
H 0.275 1.280 0.917
H -0.023 1.477 -0.510
H -0.403 -0.573 0.807
H 0.608 -0.250 1.342
H -0.691 -0.234 1.780
H 0.222 -0.454 0.383
H -0.031 0.146 0.014
H -1.308 -0.028 -1.871
H -1.125 0.330 0.574
H 0.217 -0.918 -0.394

- multiplicity = 1
- HOMO level (eV) = -9.06
- ΔE to the lowest compared entry with this formula, charge and spin (eV) = 3.895
- SMILES string = C/C=N/C.C=C=C
- gap between HOMO and LUMO (eV) = 10.1539


Number 1: largest force on an atom 2.11 eV Å⁻¹. Number 2: largest force on an atom 2.51 eV Å⁻¹. Number 3: largest force on an atom 8.18 eV Å⁻¹. Number 4: largest force on an atom 5.82 eV Å⁻¹. Number 5: largest force on an atom 6.16 eV Å⁻¹. Number 6: largest force on an atom 2.71 eV Å⁻¹. Number 7: largest force on an atom 1.40 eV Å⁻¹. Number 8: largest force on an atom 2.84 eV Å⁻¹. Number 9: largest force on an atom 3.95 eV Å⁻¹. Number 10: largest force on an atom 3.60 eV Å⁻¹.